Below is a cluster of 16 separate species, C63H158O48S11 in total at a distorted geometry, with properties calculated with ωB97M-V/def2-TZVPD.

```
280
Properties=species:S:1:pos:R:3:lowdin_charge:R:1
O -5.452 -2.721 2.073 -0.32
S -4.750 -2.475 3.347 0.74
O -5.048 -1.273 4.152 -0.32
O -4.913 -3.861 4.314 -0.28
C -4.833 -5.149 3.666 -0.26
C -4.923 -6.245 4.781 -0.06
C -2.817 -2.476 3.082 -0.04
H -3.925 -5.271 3.076 0.09
H -5.704 -5.301 3.029 0.12
H -4.046 -6.129 5.418 0.07
H -5.014 -7.212 4.285 0.08
H -5.756 -6.084 5.465 0.07
H -2.465 -1.520 2.693 0.04
H -2.628 -3.197 2.287 0.03
H -2.330 -2.757 4.015 0.06
O 2.120 3.470 -6.598 -0.29
S 2.116 4.141 -5.305 0.70
O 1.553 5.495 -5.218 -0.32
O 1.221 3.214 -4.222 -0.28
C 1.294 1.832 -4.350 -0.31
C 1.441 1.373 -2.931 -0.06
C 3.775 4.104 -4.500 -0.07
H 2.170 1.470 -4.889 0.10
H 0.405 1.377 -4.787 0.12
H 0.641 1.751 -2.294 0.07
H 2.347 1.807 -2.509 0.08
H 1.613 0.304 -2.805 0.08
H 4.496 4.394 -5.264 0.08
H 3.912 3.065 -4.202 0.05
H 3.758 4.796 -3.658 0.05
O 6.471 1.509 3.462 -0.31
S 6.093 0.570 4.511 0.67
O 6.851 -0.626 4.802 -0.29
O 6.045 1.507 5.886 -0.27
C 6.385 1.018 7.135 -0.28
C 5.178 0.245 7.627 -0.08
C 4.325 0.196 4.245 -0.08
H 6.572 1.890 7.762 0.13
H 7.256 0.370 7.045 0.12
H 4.283 0.866 7.646 0.08
H 5.439 -0.088 8.632 0.08
H 4.958 -0.749 7.236 0.07
H 4.279 -0.371 3.315 0.05
H 3.831 1.165 4.174 0.07
H 4.067 -0.426 5.102 0.05
O 6.502 9.251 3.371 -0.31
S 6.998 8.022 2.739 0.67
O 8.230 7.363 3.166 -0.30
O 5.739 6.973 2.906 -0.29
C 6.017 5.547 2.850 -0.27
C 5.779 4.914 4.148 -0.05
C 7.060 8.210 0.899 -0.08
H 7.019 5.351 2.469 0.12
H 5.414 5.259 1.989 0.09
H 6.596 5.026 4.861 0.10
H 5.714 3.841 3.968 0.06
H 4.807 5.138 4.587 0.07
H 6.123 7.736 0.606 0.05
H 7.847 7.581 0.485 0.07
H 7.130 9.295 0.814 0.06
O 6.533 2.873 -2.200 -0.27
S 5.982 3.427 -0.994 0.67
O 6.677 4.625 -0.482 -0.32
O 4.375 3.784 -1.192 -0.27
C 3.822 4.649 -0.201 -0.30
C 2.757 5.454 -0.869 -0.06
C 5.773 2.233 0.386 -0.09
H 4.552 5.427 0.022 0.09
H 3.497 4.085 0.674 0.12
H 1.978 4.776 -1.216 0.08
H 3.118 6.075 -1.690 0.09
H 2.408 6.132 -0.091 0.06
H 5.358 2.725 1.265 0.05
H 6.810 1.931 0.534 0.07
H 5.236 1.321 0.124 0.05
O 3.539 -1.899 -3.928 -0.30
S 4.492 -0.867 -3.442 0.70
O 4.541 0.442 -4.135 -0.30
O 4.250 -0.552 -1.843 -0.27
C 4.068 -1.663 -1.013 -0.31
C 4.838 -1.524 0.273 -0.04
C 6.173 -1.567 -3.206 -0.08
H 4.292 -2.598 -1.526 0.08
H 3.018 -1.801 -0.756 0.11
H 5.896 -1.262 0.248 0.10
H 4.672 -2.479 0.771 0.07
H 4.278 -0.963 1.022 0.05
H 6.430 -1.888 -4.215 0.07
H 6.169 -2.404 -2.507 0.06
H 6.758 -0.727 -2.833 0.08
O 1.836 7.400 4.741 -0.28
S 1.869 7.290 3.307 0.65
O 2.256 6.078 2.622 -0.31
O 0.319 7.684 2.838 -0.29
C 0.095 7.734 1.429 -0.26
C -1.466 7.915 1.452 -0.05
C 2.824 8.769 2.579 -0.08
H 0.261 6.752 0.987 0.09
H 0.649 8.516 0.911 0.12
H -2.028 7.287 2.143 0.07
H -1.877 7.716 0.462 0.06
H -1.751 8.960 1.577 0.07
H 2.355 9.744 2.718 0.07
H 3.142 8.554 1.559 0.06
H 3.739 8.876 3.162 0.04
O -2.347 2.556 -4.454 -0.29
S -3.366 3.545 -4.196 0.69
O -4.651 3.183 -3.538 -0.31
O -2.731 4.816 -3.273 -0.27
C -1.370 5.167 -3.603 -0.29
C -0.775 6.170 -2.647 -0.05
C -3.647 4.575 -5.725 -0.09
H -1.409 5.465 -4.651 0.10
H -0.761 4.266 -3.539 0.09
H -0.714 5.626 -1.704 0.07
H -1.387 7.054 -2.465 0.08
H 0.275 6.345 -2.882 0.07
H -4.235 5.428 -5.386 0.07
H -4.226 3.938 -6.393 0.07
H -2.726 4.917 -6.196 0.06
O 0.413 -5.450 -6.807 -0.31
S -0.607 -4.858 -5.912 0.71
O -0.755 -5.158 -4.482 -0.30
O -0.412 -3.200 -6.086 -0.26
C 0.832 -2.686 -5.789 -0.33
C 1.071 -1.461 -6.708 -0.04
C -2.221 -5.085 -6.636 -0.11
H 1.685 -3.358 -5.874 0.12
H 0.790 -2.220 -4.805 0.10
H 1.794 -0.798 -6.234 0.06
H 0.139 -0.901 -6.626 0.06
H 1.339 -1.787 -7.712 0.08
H -2.283 -4.715 -7.659 0.08
H -2.967 -4.541 -6.057 0.06
H -2.471 -6.136 -6.489 0.08
O -3.039 -5.260 0.611 -0.31
S -1.730 -5.913 0.464 0.68
O -1.161 -6.107 -0.871 -0.28
O -0.707 -5.081 1.439 -0.28
C 0.665 -5.334 1.346 -0.30
C 1.324 -5.567 2.688 -0.04
C -1.651 -7.432 1.524 -0.08
H 1.182 -4.444 0.986 0.12
H 0.903 -6.189 0.713 0.10
H 0.931 -6.432 3.223 0.08
H 1.333 -4.688 3.331 0.06
H 2.353 -5.911 2.585 0.07
H -2.104 -7.254 2.499 0.06
H -0.619 -7.777 1.594 0.06
H -2.342 -8.160 1.101 0.07
O 0.732 0.166 2.445 -0.28
S 1.303 0.820 1.282 0.68
O 2.693 1.225 1.274 -0.30
O 0.933 -0.049 -0.152 -0.29
C -0.416 -0.472 -0.352 -0.26
C -0.229 -1.972 -0.555 -0.04
C 0.383 2.321 0.862 -0.09
H -0.980 -0.020 -1.168 0.11
H -0.958 -0.437 0.593 0.10
H 0.720 -2.207 -0.074 0.07
H -0.079 -2.078 -1.630 0.06
H -1.043 -2.596 -0.185 0.08
H 0.768 2.645 -0.105 0.05
H 0.661 3.130 1.537 0.06
H -0.669 2.043 0.792 0.06
C 1.009 -2.285 4.574 -0.12
O 0.902 -3.237 5.589 -0.15
C 0.641 -2.680 6.861 -0.21
C 1.701 -1.710 7.426 -0.18
O 1.889 -0.544 6.615 -0.18
C 0.900 0.503 6.857 -0.14
C 1.096 1.799 5.977 -0.16
O 2.331 2.483 6.274 -0.17
C 2.370 3.673 5.524 -0.11
H 2.048 -2.118 4.290 0.09
H 0.402 -1.399 4.758 0.08
H 0.526 -2.695 3.686 0.07
H 0.515 -3.552 7.503 0.13
H -0.265 -2.102 7.041 0.11
H 2.624 -2.278 7.307 0.12
H 1.559 -1.504 8.487 0.13
H 0.732 0.771 7.901 0.12
H -0.071 0.085 6.589 0.10
H 0.224 2.433 6.135 0.11
H 1.053 1.465 4.940 0.11
H 2.547 3.423 4.478 0.08
H 3.156 4.320 5.913 0.09
H 1.432 4.224 5.469 0.06
C -3.447 1.716 -1.060 -0.10
O -3.610 0.395 -0.553 -0.19
C -4.517 0.296 0.550 -0.17
C -4.187 1.134 1.799 -0.13
O -2.861 0.841 2.366 -0.18
C -2.632 1.229 3.766 -0.14
C -2.441 2.742 4.045 -0.20
O -1.524 3.265 3.108 -0.20
C -1.032 4.553 3.492 -0.08
H -4.392 2.183 -1.338 0.08
H -2.862 1.728 -1.980 0.06
H -2.912 2.395 -0.395 0.08
H -4.654 -0.762 0.773 0.09
H -5.524 0.475 0.172 0.13
H -4.909 0.852 2.565 0.11
H -4.219 2.212 1.640 0.12
H -1.692 0.764 4.062 0.11
H -3.363 0.781 4.438 0.11
H -2.056 2.882 5.055 0.11
H -3.309 3.400 3.993 0.12
H -0.604 5.052 2.623 0.07
H -0.324 4.508 4.320 0.07
H -1.781 5.210 3.935 0.09
C -12.118 -4.267 -5.151 -0.13
O -11.296 -3.168 -5.347 -0.20
C -10.394 -3.247 -6.442 -0.18
C -9.968 -1.846 -6.889 -0.20
O -9.152 -1.211 -5.934 -0.12
C -8.519 -0.073 -6.468 -0.20
C -7.527 0.482 -5.406 -0.16
O -6.433 -0.411 -5.105 -0.16
C -5.520 0.112 -4.220 -0.14
H -12.754 -4.318 -6.035 0.09
H -12.669 -4.126 -4.222 0.09
H -11.528 -5.159 -4.941 0.08
H -10.949 -3.621 -7.302 0.12
H -9.551 -3.875 -6.157 0.13
H -10.817 -1.200 -7.112 0.13
H -9.427 -1.962 -7.828 0.12
H -9.187 0.765 -6.665 0.12
H -7.968 -0.256 -7.391 0.12
H -8.106 0.737 -4.518 0.13
H -7.113 1.372 -5.881 0.11
H -5.742 0.307 -3.171 0.10
H -5.027 0.956 -4.703 0.07
H -4.765 -0.669 -4.132 0.07
C 1.881 -4.682 -2.194 -0.07
O 3.229 -4.601 -1.696 -0.21
C 3.895 -5.894 -1.813 -0.15
C 3.681 -6.733 -0.527 -0.18
O 4.004 -6.137 0.731 -0.14
C 5.362 -5.701 0.865 -0.16
C 5.764 -5.224 2.311 -0.18
O 5.099 -4.017 2.665 -0.20
C 5.483 -3.530 3.950 -0.09
H 1.279 -5.464 -1.730 0.07
H 1.941 -5.021 -3.228 0.08
H 1.413 -3.704 -2.302 0.08
H 4.965 -5.752 -1.967 0.11
H 3.567 -6.392 -2.725 0.12
H 4.230 -7.675 -0.513 0.12
H 2.681 -7.163 -0.487 0.11
H 5.641 -4.908 0.171 0.11
H 6.103 -6.443 0.566 0.12
H 6.845 -5.080 2.311 0.12
H 5.598 -6.010 3.047 0.12
H 6.566 -3.446 4.046 0.09
H 5.144 -4.113 4.807 0.09
H 4.935 -2.589 3.928 0.07
C -8.898 -4.736 -2.402 -0.12
O -7.519 -4.468 -2.288 -0.20
C -7.245 -3.058 -1.998 -0.14
C -5.797 -2.880 -1.481 -0.17
O -4.910 -2.746 -2.580 -0.11
C -3.511 -2.792 -2.177 -0.17
C -2.671 -3.299 -3.270 -0.20
O -2.626 -2.401 -4.370 -0.16
C -1.976 -1.155 -4.223 -0.11
H -9.413 -4.404 -1.501 0.08
H -9.053 -5.812 -2.472 0.08
H -9.289 -4.272 -3.308 0.08
H -8.010 -2.768 -1.278 0.11
H -7.502 -2.504 -2.900 0.12
H -5.592 -3.774 -0.892 0.12
H -5.724 -2.109 -0.714 0.10
H -3.391 -3.302 -1.222 0.11
H -3.211 -1.775 -1.923 0.11
H -3.087 -4.239 -3.631 0.13
H -1.672 -3.509 -2.887 0.11
H -1.764 -0.627 -5.153 0.09
H -1.026 -1.155 -3.688 0.07
H -2.578 -0.389 -3.734 0.06
```

LUMO in eV: 0.2115
Electronic energy in hartree: -10486.1183
HOMO level in Ha: -0.3228
Frontier orbital gap in Ha: 0.3306